{"formula": "C34H54N4OP2SY", "method": "ωB97M-V/def2-TZVPD", "elements": ["Y", "C", "C", "C", "P", "C", "C", "C", "C", "C", "C", "C", "C", "C", "C", "N", "C", "C", "C", "C", "C", "C", "C", "P", "C", "C", "C", "C", "C", "C", "H", "H", "H", "H", "H", "H", "H", "H", "H", "H", "H", "H", "H", "H", "H", "H", "H", "H", "H", "H", "H", "H", "H", "H", "H", "H", "H", "H", "H", "H", "H", "H", "H", "H", "H", "H", "H", "H", "H", "H", "O", "N", "C", "C", "C", "C", "C", "S", "H", "H", "H", "H", "N", "C", "C", "C", "N", "H", "H", "H", "H", "H", "H", "H", "H", "H", "H"], "positions_angstrom": [[0.13290, 0.10948, 0.04150], [1.10056, -0.49339, -3.98506], [2.06271, -1.38988, -3.19648], [3.41894, -0.73009, -2.94187], [1.30221, -1.88301, -1.60766], [2.41157, -3.15483, -0.87047], [2.99421, -4.18758, -1.82833], [1.68928, -3.82192, 0.29817], [-0.24210, -2.73054, -2.04201], [-0.24816, -3.73665, -3.01736], [-1.36471, -4.49450, -3.31308], [-1.35415, -5.54440, -4.39184], [-2.50763, -4.23074, -2.55375], [-2.54186, -3.23180, -1.60102], [-1.42218, -2.41998, -1.34642], [-1.42877, -1.38968, -0.39836], [-2.64594, -0.86041, 0.09059], [-3.71507, -0.50138, -0.73502], [-4.82714, 0.12519, -0.20739], [-4.91305, 0.45100, 1.14860], [-6.11195, 1.17501, 1.70382], [-3.84550, 0.10435, 1.96241], [-2.72314, -0.55848, 1.45708], [-1.25884, -1.04438, 2.42054], [-1.54958, -0.35131, 4.09642], [-0.22703, -0.20860, 4.85724], [-2.59662, -1.05601, 4.96169], [-1.32261, -2.88996, 2.48024], [-0.24079, -3.45505, 3.40202], [-2.68598, -3.52894, 2.74869], [1.66514, 0.13551, -4.67812], [0.39180, -1.08504, -4.56340], [0.50576, 0.16608, -3.34626], [2.22714, -2.30911, -3.76171], [3.30823, 0.15349, -2.31021], [4.12111, -1.41040, -2.45404], [3.87016, -0.42451, -3.88783], [3.24129, -2.57027, -0.45416], [2.21114, -4.80844, -2.26556], [3.57190, -3.73754, -2.63479], [3.66346, -4.85560, -1.28080], [0.89994, -4.48835, -0.05801], [2.39513, -4.40889, 0.88911], [1.21905, -3.09555, 0.96832], [0.66009, -3.92417, -3.58077], [-0.34337, -5.71670, -4.76272], [-1.73768, -6.49742, -4.02409], [-1.97317, -5.25368, -5.24277], [-3.40178, -4.82414, -2.71635], [-3.45765, -3.06529, -1.04697], [-3.65164, -0.69694, -1.79811], [-5.64514, 0.39136, -0.86781], [-7.00866, 0.96416, 1.12137], [-6.30584, 0.88234, 2.73624], [-5.96541, 2.25745, 1.69096], [-3.90670, 0.34073, 3.01872], [-1.91938, 0.65902, 3.88376], [0.19443, -1.18573, 5.10216], [0.52209, 0.34079, 4.28266], [-0.37814, 0.32664, 5.79694], [-2.22617, -2.02106, 5.30943], [-2.80883, -0.45063, 5.84644], [-3.53576, -1.23242, 4.43872], [-1.05690, -3.13122, 1.44802], [-0.51331, -3.34411, 4.45300], [-0.10604, -4.52267, 3.21559], [0.73260, -2.97748, 3.26104], [-2.94062, -3.52436, 3.80873], [-3.48997, -3.03063, 2.20484], [-2.66789, -4.57153, 2.42185], [1.51358, 1.54205, -1.10164], [1.18870, 2.40933, -2.06291], [2.22186, 3.02248, -2.69217], [1.99183, 3.93402, -3.67698], [0.66502, 4.21946, -4.02210], [-0.35912, 3.58116, -3.37463], [-0.11478, 2.63746, -2.35780], [-1.36261, 1.78063, -1.53705], [3.19505, 2.72263, -2.33862], [2.83155, 4.41136, -4.15960], [0.44633, 4.94126, -4.79820], [-1.39212, 3.77749, -3.62483], [2.20537, 0.12807, 1.56940], [2.92262, 1.42881, 1.67174], [2.12317, 2.48038, 2.42452], [0.91838, 3.07031, 1.70595], [-0.20561, 2.10936, 1.60229], [1.96493, -0.20004, 2.50167], [2.85127, -0.56712, 1.20167], [3.11599, 1.77035, 0.65610], [3.88316, 1.28550, 2.16844], [2.80681, 3.30046, 2.65516], [1.81742, 2.08433, 3.40130], [1.19690, 3.35338, 0.69028], [0.59977, 3.97548, 2.22522], [-0.99029, 2.55985, 1.13529], [-0.52667, 1.87326, 2.53760]], "forces_ev_per_angstrom": [[0.299, 1.342, 0.653], [-0.017, 0.051, -0.055], [0.081, -0.055, -0.065], [0.024, -0.002, 0.023], [-0.372, -0.068, -0.065], [0.131, -0.033, 0.061], [-0.006, -0.147, 0.054], [-0.047, -0.070, 0.061], [0.261, -0.273, -0.246], [0.109, 0.058, -0.026], [-0.066, 0.050, 0.047], [0.018, -0.027, 0.027], [-0.059, -0.016, 0.019], [-0.075, -0.017, -0.085], [-0.193, 0.260, 0.445], [-0.413, -0.822, -0.393], [0.406, -0.165, -0.347], [-0.148, 0.081, -0.005], [-0.009, 0.021, -0.057], [0.007, 0.024, -0.014], [-0.007, -0.032, 0.008], [-0.013, 0.020, 0.022], [-0.022, 0.038, 0.148], [0.244, -0.157, -0.169], [-0.070, 0.101, 0.211], [0.008, -0.067, 0.077], [0.019, 0.006, 0.084], [-0.132, -0.122, 0.024], [0.037, -0.041, 0.047], [-0.040, -0.053, 0.026], [-0.041, -0.036, -0.018], [0.000, -0.015, 0.031], [0.092, -0.024, 0.046], [0.040, 0.001, -0.115], [-0.027, 0.025, 0.006], [-0.032, 0.014, 0.004], [-0.019, 0.010, 0.006], [0.038, 0.025, -0.041], [-0.005, 0.025, 0.012], [-0.010, 0.027, -0.017], [-0.001, 0.019, -0.009], [0.027, 0.027, -0.017], [-0.035, -0.033, -0.013], [0.032, 0.051, -0.023], [0.004, -0.008, 0.012], [-0.011, 0.020, 0.008], [-0.011, 0.016, 0.016], [-0.005, 0.029, 0.023], [0.020, 0.013, -0.002], [0.047, -0.005, -0.008], [-0.009, -0.016, 0.021], [0.013, -0.003, 0.016], [0.028, -0.023, -0.003], [0.009, 0.008, -0.011], [0.037, -0.017, -0.015], [0.003, 0.014, -0.041], [-0.002, 0.041, 0.002], [-0.006, 0.035, -0.009], [-0.022, 0.017, -0.034], [-0.030, -0.019, -0.012], [0.017, 0.021, 0.004], [-0.002, -0.028, -0.014], [0.041, 0.012, -0.009], [0.040, -0.008, -0.042], [-0.020, 0.007, -0.003], [-0.041, 0.014, -0.006], [-0.033, 0.030, -0.036], [0.020, 0.013, -0.032], [0.036, 0.016, -0.023], [0.013, 0.020, 0.024], [-0.165, -0.119, 0.011], [0.241, -0.207, 0.259], [-0.214, -0.025, 0.038], [0.011, 0.054, -0.046], [0.027, 0.050, -0.059], [-0.110, -0.044, 0.039], [-0.004, 0.067, -0.021], [0.053, 0.160, -0.270], [0.019, -0.008, 0.005], [-0.041, 0.018, -0.031], [0.010, -0.025, 0.016], [0.023, -0.002, 0.007], [0.051, 0.022, -0.213], [-0.066, -0.156, -0.050], [0.021, 0.021, 0.150], [-0.083, -0.092, -0.097], [0.094, -0.033, 0.073], [-0.067, 0.019, -0.012], [0.005, 0.013, -0.002], [0.015, 0.007, -0.021], [0.029, 0.019, 0.062], [-0.015, 0.016, -0.042], [-0.022, -0.002, -0.020], [0.017, 0.004, -0.008], [0.000, 0.034, 0.044], [0.012, 0.006, 0.000], [0.009, 0.005, -0.001]], "lowdin_charge": [1.109, -0.089, -0.542, -0.108, 1.031, -0.551, -0.098, -0.116, -0.299, -0.060, -0.276, -0.048, -0.027, -0.020, -0.298, -0.183, -0.387, -0.058, -0.021, -0.264, -0.045, -0.046, -0.323, 1.034, -0.554, -0.116, -0.101, -0.536, -0.121, -0.090, 0.084, 0.082, 0.040, 0.095, 0.051, 0.067, 0.086, 0.094, 0.073, 0.068, 0.087, 0.091, 0.089, 0.038, 0.100, 0.075, 0.081, 0.083, 0.120, 0.110, 0.121, 0.120, 0.080, 0.079, 0.085, 0.098, 0.090, 0.070, 0.035, 0.087, 0.070, 0.088, 0.068, 0.072, 0.067, 0.088, 0.059, 0.065, 0.074, 0.086, -0.330, -0.199, -0.022, -0.043, -0.048, -0.072, -0.654, 0.689, 0.135, 0.115, 0.117, 0.111, -0.039, -0.239, -0.181, -0.233, -0.051, 0.065, 0.080, 0.098, 0.117, 0.122, 0.105, 0.106, 0.118, 0.056, 0.063], "orbital_gap_ev": 7.28, "energy_ev": -74598.5083, "total_charge": 1, "de_lowest_kj_mol": 3.9, "max_force_ev_per_a": 1.5}

=====

{"formula": "C34H55BaBrN3OP2", "method": "ωB97M-V/def2-TZVPD", "elements": ["C", "C", "C", "C", "C", "H", "H", "H", "N", "P", "P", "C", "H", "H", "C", "O", "C", "H", "C", "C", "C", "C", "C", "H", "H", "H", "C", "H", "H", "H", "C", "H", "H", "H", "C", "H", "H", "H", "C", "H", "H", "H", "C", "H", "H", "H", "C", "H", "H", "H", "C", "H", "H", "H", "C", "H", "H", "H", "C", "H", "H", "H", "C", "H", "H", "H", "C", "H", "H", "H", "Ba", "N", "C", "C", "C", "C", "C", "H", "H", "H", "H", "H", "H", "H", "H", "H", "Br", "C", "C", "C", "C", "N", "C", "H", "H", "H", "H"], "positions_angstrom": [[-1.20424, -1.80164, -1.70350], [1.01130, -1.01912, -1.48740], [-0.85924, -2.60160, -2.79191], [1.36400, -1.74440, -2.66055], [0.43835, -2.56278, -3.29626], [-1.65103, -3.19317, -3.24049], [2.40317, -1.73545, -2.98551], [0.71254, -3.17392, -4.15933], [-0.29573, -1.07911, -1.02655], [-3.14065, -0.89960, 0.23737], [2.94650, 1.05145, -0.42609], [-2.67574, -1.85219, -1.26076], [-3.31795, -1.53164, -2.09626], [-2.91310, -2.91372, -1.10680], [-0.74932, 3.56812, 2.92686], [-0.70232, 4.59035, 3.44226], [2.08652, -0.44455, -0.67361], [2.62759, -1.25677, -0.15980], [4.41752, 1.38246, -1.63581], [3.53602, 1.06290, 1.38316], [-4.47368, 0.40646, -0.25009], [-3.75114, -2.28110, 1.39749], [4.26267, 2.85880, -2.04596], [4.50368, 3.52266, -1.20249], [4.96157, 3.07620, -2.86610], [3.24670, 3.10401, -2.37749], [5.84404, 1.18564, -1.09216], [6.09597, 1.82760, -0.24161], [6.06050, 0.14387, -0.82879], [6.53864, 1.45879, -1.90177], [4.21453, 0.39661, -2.79473], [4.55186, 0.83368, -3.74500], [4.76822, -0.53964, -2.62182], [3.16303, 0.11638, -2.91075], [4.25921, 2.37713, 1.72074], [3.58348, 3.23905, 1.65586], [4.62506, 2.31500, 2.75621], [5.12575, 2.59255, 1.08923], [2.33044, 0.95074, 2.33079], [1.66273, 1.82808, 2.23587], [1.79671, -0.00483, 2.20527], [2.69720, 0.94136, 3.36645], [4.45154, -0.14879, 1.60416], [5.37587, -0.09398, 1.01915], [4.73193, -0.18404, 2.66664], [3.94284, -1.08668, 1.35822], [-4.11467, -1.65473, 2.75926], [-4.51820, -2.43757, 3.42133], [-3.23788, -1.21566, 3.26067], [-4.87986, -0.86901, 2.67556], [-2.58745, -3.27580, 1.58104], [-2.31131, -3.76153, 0.63683], [-1.68977, -2.80285, 2.00376], [-2.90656, -4.07008, 2.27428], [-4.95453, -3.04015, 0.82210], [-5.12858, -3.92801, 1.45095], [-5.87664, -2.44951, 0.84000], [-4.77314, -3.38815, -0.20251], [-4.32294, 0.78259, -1.73835], [-4.86239, 0.07190, -2.38452], [-4.77596, 1.77611, -1.89356], [-3.27445, 0.83906, -2.06609], [-4.21117, 1.64002, 0.64218], [-3.21256, 2.08016, 0.47815], [-4.94431, 2.41903, 0.39122], [-4.31980, 1.41792, 1.71436], [-5.90790, -0.08322, -0.03504], [-6.13824, -0.96626, -0.64309], [-6.15248, -0.28759, 1.01441], [-6.58850, 0.71543, -0.36797], [-0.55620, 0.60714, 1.31401], [0.53076, 2.00889, -0.55175], [1.09947, 1.71147, -1.58422], [0.69150, 2.04220, -3.08478], [1.59232, 1.53066, -4.18804], [-0.66137, 1.38390, -3.32613], [0.58076, 3.55686, -3.19200], [2.59785, 1.95320, -4.12550], [1.62222, 0.43473, -4.20355], [1.15827, 1.85753, -5.14835], [-1.42311, 1.75698, -2.63582], [-1.03883, 1.57532, -4.33937], [-0.56438, 0.29919, -3.21215], [0.17080, 3.82815, -4.17278], [-0.08597, 3.97057, -2.42787], [1.56103, 4.03519, -3.09775], [1.29077, -4.89062, 4.81539], [0.51369, -3.15786, 4.74316], [-0.07591, -2.61823, 5.88954], [-0.63896, -1.34351, 5.80945], [-0.59347, -0.65060, 4.59368], [-0.03407, -1.17695, 3.48073], [0.53275, -2.41264, 3.55237], [-0.07685, -3.18815, 6.81192], [-1.10726, -0.87394, 6.67254], [-1.00795, 0.36733, 4.51567], [1.00790, -2.80009, 2.65036]], "forces_ev_per_angstrom": [[0.266, -0.045, 0.213], [-0.776, -1.004, -0.660], [-0.092, 0.351, -0.180], [-0.233, 0.009, 0.630], [-0.303, 0.043, 0.258], [0.235, -0.057, -0.113], [-0.321, 0.082, 0.064], [-0.036, 0.222, 0.276], [0.697, 0.265, -0.455], [0.145, 0.129, 0.445], [0.004, -0.891, -2.657], [0.025, -0.148, -0.472], [0.311, -0.104, 0.167], [-0.067, 0.292, -0.024], [0.134, 2.737, 1.412], [-0.128, -2.790, -1.444], [1.183, -0.420, 2.750], [-0.183, -0.234, -0.473], [0.231, -0.503, 0.925], [-0.001, 0.240, -0.417], [0.085, -0.766, 0.169], [-0.327, 0.456, -0.322], [0.126, -0.138, -0.137], [-0.067, -0.142, -0.196], [-0.097, 0.069, 0.135], [0.318, -0.124, 0.106], [0.265, 0.099, -0.404], [-0.071, -0.186, -0.250], [-0.117, 0.214, -0.098], [-0.018, -0.086, 0.173], [-0.043, -0.013, -0.162], [0.064, -0.115, 0.176], [-0.120, 0.317, 0.032], [0.429, 0.229, 0.005], [0.065, 0.082, 0.144], [0.051, -0.169, -0.023], [-0.057, 0.059, -0.165], [-0.304, -0.135, 0.142], [0.262, -0.051, 0.189], [0.275, -0.272, -0.028], [0.330, 0.327, -0.096], [-0.016, 0.072, -0.113], [0.121, 0.000, 0.230], [-0.337, 0.039, 0.217], [-0.011, -0.064, -0.101], [0.074, 0.128, 0.072], [-0.051, -0.079, 0.014], [0.124, 0.219, -0.141], [-0.142, -0.133, -0.169], [0.189, -0.249, -0.026], [-0.018, 0.067, 0.011], [-0.016, 0.078, 0.246], [-0.224, -0.045, -0.128], [0.075, 0.231, -0.153], [-0.156, -0.276, 0.353], [-0.011, 0.146, -0.226], [0.317, -0.196, -0.012], [-0.074, 0.060, 0.209], [0.071, 0.126, 0.064], [0.269, 0.202, 0.211], [0.128, -0.317, 0.009], [-0.284, 0.010, 0.096], [-0.011, -0.011, -0.091], [-0.237, -0.152, -0.087], [0.144, -0.114, 0.095], [0.014, -0.051, -0.243], [-0.377, 0.371, -0.123], [0.112, 0.202, 0.168], [0.126, 0.003, -0.239], [0.069, -0.151, 0.084], [0.393, 0.027, -1.072], [-1.824, -0.458, -1.492], [-1.060, 2.656, 1.972], [0.387, -0.275, 0.186], [0.266, 0.083, -0.457], [-0.595, -0.246, 0.312], [-0.111, 0.450, 0.085], [-0.139, -0.213, -0.069], [0.140, 0.279, -0.017], [0.153, -0.105, 0.309], [0.174, -0.077, 0.086], [0.341, 0.105, 0.118], [-0.166, 0.163, -0.032], [0.107, -0.112, 0.094], [0.153, -0.142, -0.053], [-0.173, -0.014, 0.008], [-0.175, 0.477, -0.127], [-0.014, 0.324, -0.254], [0.010, 0.266, -0.514], [0.060, 0.165, -0.308], [0.371, -0.780, -0.150], [0.182, -0.670, 0.806], [-0.537, 0.619, 0.716], [-0.061, 0.108, -0.072], [0.145, -0.178, -0.153], [0.137, -0.504, 0.025], [-0.172, 0.107, 0.193]], "lowdin_charge": [-0.342, -0.358, -0.040, -0.037, -0.038, 0.116, 0.107, 0.118, 0.015, 0.995, 1.078, -0.287, 0.089, 0.072, 0.010, 0.071, -0.347, 0.045, -0.629, -0.644, -0.683, -0.702, -0.098, 0.081, 0.091, 0.035, -0.106, 0.057, 0.072, 0.091, -0.109, 0.092, 0.092, 0.007, -0.081, 0.087, 0.091, 0.055, -0.200, 0.020, -0.014, 0.097, -0.078, 0.063, 0.093, 0.070, -0.090, 0.096, 0.060, 0.067, -0.087, 0.080, 0.052, 0.099, -0.091, 0.093, 0.062, 0.081, -0.089, 0.089, 0.098, 0.058, -0.125, 0.048, 0.093, 0.075, -0.102, 0.082, 0.071, 0.096, 1.548, -0.219, -0.314, -0.549, -0.060, -0.054, -0.053, 0.068, 0.075, 0.101, 0.067, 0.102, 0.065, 0.094, 0.084, 0.077, 0.782, -0.649, -0.085, -0.036, -0.166, -0.098, -0.167, 0.113, 0.118, 0.100, 0.119], "orbital_gap_ev": 5.56, "energy_ev": -131974.5856, "total_charge": 1, "de_lowest_kj_mol": 19.6, "max_force_ev_per_a": 3.5}